[1]
This record from the Open Molecules 2025 dataset describes C29H41AsClMgN9O2S5 as an isolated structure. The level of theory is ωB97M-V with the def2-TZVPD basis set.

Properties
Energy above the lowest of the compared OMol25 structures with the same formula, charge and spin   24.6 kcal per mole
Net charge   -2
Spin multiplicity   1
Gap between HOMO and LUMO   3.81 eV

```
89
C29H41AsClMgN9O2S5 ωB97M-V with the def2-TZVPD basis set
As 1.861 -0.525 4.107
Cl 3.780 -6.000 3.871
S 2.087 0.784 5.851
S -0.012 0.722 3.345
S -0.705 -0.063 1.513
S -3.806 1.935 1.261
S 3.465 -0.113 2.648
Mg -1.153 2.019 0.265
O -0.508 3.412 1.498
O 0.696 -4.063 -4.010
N -3.573 0.760 -1.172
N 0.657 0.950 -1.183
N -0.775 3.540 -1.396
N -4.780 -0.373 0.382
N 1.572 3.647 2.389
N 1.942 -0.881 -1.404
N -2.622 1.674 -1.327
N -0.346 4.036 3.668
N 1.017 -0.824 -2.395
C -1.379 3.229 -2.552
C 1.812 -5.981 2.015
C 2.874 -3.856 2.464
C 0.277 -3.356 -0.263
C 0.409 3.931 4.915
C 0.279 0.281 -2.248
C 1.682 0.184 -0.684
C -2.406 2.197 -2.480
C -1.809 -2.770 -4.407
C -1.866 -4.590 -2.739
C 2.434 3.621 3.574
C -0.107 4.887 -3.713
C 0.226 3.641 2.497
C -1.972 -2.201 -1.980
C 0.126 4.514 -1.374
C 2.204 2.985 1.257
C 0.832 -3.745 -1.640
C -4.020 0.729 0.099
C -1.061 3.885 -3.740
C 1.001 -5.363 1.076
C 2.748 -5.213 2.691
C -1.771 3.812 3.836
C 1.121 -4.001 0.807
C -1.336 -3.174 -3.003
C 1.825 4.414 4.707
C 2.055 -3.256 1.515
C 0.891 -1.868 -3.380
C 0.496 5.219 -2.511
C 0.227 -3.196 -2.946
H 2.213 0.385 0.241
H 0.273 -2.279 -0.096
H -3.011 1.943 -3.349
H 0.359 -1.442 -4.229
H 2.589 2.582 3.888
H 0.557 4.725 -0.403
H -0.114 4.533 5.663
H 0.158 5.409 -4.625
H -2.958 -4.572 -2.741
H 1.719 -7.037 2.233
H -2.440 -2.740 -1.155
H 0.769 -4.840 -1.705
H 3.062 3.583 0.933
H 0.432 2.886 5.250
H 1.514 2.881 0.427
H 3.400 4.039 3.276
H -1.561 3.608 -4.659
H 1.893 -2.128 -3.717
H -0.529 0.531 -2.916
H 1.834 5.487 4.482
H -1.658 -1.706 -4.601
H 2.408 4.234 5.612
H -1.545 -4.970 -1.768
H -1.549 -5.293 -3.515
H -1.265 -1.517 -1.517
H 2.157 -2.184 1.367
H 1.899 -3.510 -1.656
H -1.304 -3.346 -5.182
H -1.943 2.863 4.352
H 1.243 5.998 -2.444
H 0.681 -4.962 -3.669
H 3.578 -3.243 3.013
H -4.869 -0.555 1.368
H -4.565 -1.176 -0.191
H 2.563 1.997 1.570
H -2.747 -1.589 -2.444
H -0.755 -3.694 -0.156
H -2.261 3.769 2.870
H -2.193 4.632 4.424
H 0.255 -5.952 0.549
H -2.885 -2.948 -4.483
```

***

[2]
This record from the Open Molecules 2025 dataset describes C29H41CeF5P2 as an isolated structure. The level of theory is ωB97M-V with the def2-TZVPD basis set.

Properties
Net charge   +1
Spin multiplicity   2
Gap between HOMO and LUMO (alpha / beta)   7.78 / 7.84 eV

```
78
C29H41CeF5P2 ωB97M-V with the def2-TZVPD basis set
Ce -1.082 -1.629 -1.135
P 1.424 5.148 0.243
P 2.740 2.931 1.839
F -0.214 -5.230 -6.058
F 3.154 -2.322 -4.386
F 1.453 -1.582 -2.306
F 2.256 -4.088 -6.305
F -1.798 -4.676 -3.924
C -2.710 -3.568 -0.405
C -0.609 -4.016 -4.037
C -0.881 1.082 0.829
C 0.736 -1.469 1.821
C -4.244 -0.136 -0.649
C 2.151 6.204 -1.099
C -2.117 -3.929 2.084
C 3.038 4.495 0.855
C -0.229 -3.057 -3.092
C -3.561 -1.406 -0.282
C 0.052 -0.459 2.678
C -3.411 -2.548 -1.153
C 1.584 -1.246 0.798
C 4.486 2.335 1.717
C 2.099 0.087 0.375
C -3.786 -2.566 -2.594
C -2.536 -3.084 0.935
C 1.481 -3.761 -5.254
C -2.350 -4.944 -0.854
C 1.295 6.592 1.421
C 1.922 -2.857 -4.297
C -3.111 -1.793 1.022
C 2.935 3.725 3.508
C -0.230 1.091 -0.367
C -3.399 -1.055 2.275
C -0.194 0.965 2.131
C 0.212 -4.347 -5.125
C 1.040 -2.531 -3.260
C 1.253 1.015 -0.562
H -0.789 1.339 -1.281
H 0.568 -2.505 2.141
H -2.930 -2.747 -3.270
H -0.923 -0.884 2.980
H -2.901 -1.495 3.148
H -2.963 -4.497 2.502
H -1.498 -4.945 -1.552
H -0.841 1.447 2.893
H 2.223 7.185 1.406
H 4.609 1.456 2.362
H -4.269 -1.627 -2.888
H -1.356 -4.657 1.787
H -1.951 1.286 0.890
H -1.704 -3.329 2.906
H 0.746 1.535 2.131
H 3.685 4.252 -0.003
H 1.084 6.249 2.442
H 2.609 5.561 -1.861
H 2.123 -2.080 0.329
H 0.465 7.222 1.071
H 3.899 4.250 3.545
H -4.009 0.166 -1.678
H -5.339 -0.241 -0.582
H 5.164 3.136 2.048
H -3.187 -5.436 -1.375
H 3.554 5.235 1.495
H -4.475 -1.077 2.508
H 1.475 0.719 -1.598
H -4.504 -3.371 -2.814
H -3.945 0.681 0.021
H 2.376 0.661 1.265
H 2.927 2.923 4.259
H 3.042 -0.081 -0.166
H 1.339 6.783 -1.557
H -2.090 -5.565 0.008
H -3.118 0.004 2.216
H 0.630 -0.333 3.625
H 1.690 2.025 -0.430
H 2.905 6.893 -0.692
H 4.717 2.061 0.678
H 2.116 4.429 3.706
```

***

[3]
This record from the Open Molecules 2025 dataset describes C29H41Cl5GdP2 as an isolated structure. The level of theory is ωB97M-V with the def2-TZVPD basis set.

Properties
Net charge   +1
Spin multiplicity   8
Gap between HOMO and LUMO (alpha / beta)   7.08 / 4.90 eV

```
78
C29H41Cl5GdP2 ωB97M-V with the def2-TZVPD basis set
Gd 2.179 0.813 -1.154
Cl 2.749 3.426 -1.130
Cl 5.210 3.572 4.598
Cl 3.740 6.166 0.156
Cl 4.999 6.216 2.993
Cl 4.377 0.868 3.341
P 0.122 2.227 -5.156
P 2.594 0.520 -3.987
C 0.930 1.225 1.891
C -2.938 0.871 -1.965
C -1.504 1.065 -2.343
C 4.229 0.343 -4.866
C -2.870 -0.264 -4.817
C 3.639 3.455 0.425
C 2.854 -1.270 1.111
C -1.969 -2.320 -0.342
C -0.778 -1.705 0.317
C -0.693 -0.227 -2.378
C 0.541 -0.034 1.205
C 0.234 3.842 -6.103
C -3.893 0.102 -2.532
C 0.582 -2.082 0.176
C -1.995 0.271 1.482
C 4.672 3.521 2.995
C 3.985 4.696 1.002
C -1.122 -1.345 -3.311
C 1.419 -1.073 0.746
C 1.121 -3.285 -0.460
C -0.791 -0.450 0.999
C 3.805 2.264 1.073
C 4.311 2.298 2.371
C 2.027 -1.156 -4.484
C 1.875 1.656 -5.307
C -0.686 1.303 -6.554
C 4.507 4.734 2.310
C -2.052 -1.392 -4.270
C -4.129 -0.305 -3.956
H 4.597 -0.682 -4.715
H 1.309 -1.162 -5.347
H -4.470 -1.354 -3.960
H -0.485 0.223 -6.466
H -3.093 -0.457 -5.894
H 4.904 1.078 -4.412
H -4.924 0.324 -4.402
H -2.811 -2.466 0.350
H 2.996 -2.335 1.382
H -0.547 -2.270 -3.148
H 2.865 -1.835 -4.688
H -1.712 -3.290 -0.784
H -1.072 1.758 -1.588
H -2.330 0.698 -4.820
H 1.752 1.044 2.601
H -2.271 1.190 0.912
H 1.257 2.038 1.199
H 1.551 -3.066 -1.454
H -2.876 -0.381 1.434
H 0.026 3.697 -7.174
H 1.488 -1.585 -3.624
H -4.809 -0.076 -1.957
H 2.441 2.586 -5.195
H 1.237 4.280 -5.987
H -2.333 -1.706 -1.187
H -3.259 1.539 -1.157
H -1.909 0.554 2.555
H -0.720 -0.635 -1.363
H 2.014 1.289 -6.337
H 1.909 -3.762 0.140
H -2.318 -2.373 -4.702
H -0.330 1.685 -7.522
H 4.127 0.549 -5.952
H 0.430 -0.005 -2.519
H -0.525 4.534 -5.690
H 0.069 1.623 2.471
H -1.349 1.614 -3.291
H 0.355 -4.053 -0.587
H -1.777 1.471 -6.535
H 3.608 -1.002 0.316
H 3.128 -0.688 2.023
```